Entry 1:
126
Properties=species:S:1:pos:R:3:forces:R:3:mulliken_charge:R:1 method="wB97M-V/def2-TZVPD" homo_ev=-9.986 fmax_ev_per_a=3.62 e_tot_ev=-63105.395 lumo_energy_ev=0.27 orbital_gap_ev=10.25 spin_multiplicity=1
C 5.851671 -2.971254 0.926316 0.0736 -0.6631 -0.6625 -1.331
C 5.017461 -1.673182 0.631471 2.6568 -0.3717 0.4312 0.478
C 4.063705 -1.928274 -0.531223 -0.5948 -0.1633 1.4430 -0.587
O 4.505185 -1.156561 1.874368 0.1774 0.6710 -1.2400 -0.147
H 5.339062 -3.698389 1.624728 0.1627 0.8142 -0.8974 0.282
H 6.847469 -2.786518 1.397615 -0.7886 0.1571 -0.4471 0.313
H 6.019136 -3.484507 -0.082312 -0.0477 0.4429 1.4748 0.361
H 5.765950 -0.897432 0.301991 -0.7880 -0.5436 0.3573 0.149
H 3.464411 -1.036597 -0.694516 0.1862 0.0148 -0.3465 -0.489
H 3.408328 -2.733947 -0.175780 -0.1673 -0.0001 -0.5126 0.498
H 4.590562 -2.230298 -1.446658 -0.1522 0.1543 0.4289 0.468
H 3.946904 -1.773370 2.351677 -0.6330 -0.5530 0.0439 0.179
C 4.867201 0.220841 -3.388518 -0.6868 1.5807 -0.5923 -1.182
C 3.389911 0.126370 -3.743661 -1.0107 0.2959 1.2853 0.571
C 2.824346 -1.208178 -4.172250 1.5305 -0.6125 -2.2612 -1.334
O 2.582916 0.482453 -2.561729 0.3190 -0.4118 -0.1234 0.339
H 5.080803 -0.576633 -2.748339 0.7079 -1.3006 0.8636 0.099
H 5.114401 1.153735 -2.838387 -0.4020 -0.4080 -0.2837 0.322
H 5.487788 0.224920 -4.275884 0.1423 -0.3113 -0.2058 0.436
H 3.056811 0.867405 -4.456333 0.4930 0.2127 -0.6982 0.423
H 3.448634 -1.687187 -5.009414 -0.6753 0.7726 1.1327 0.384
H 1.865754 -1.038423 -4.620569 -0.6934 0.0466 -0.1496 0.377
H 2.706499 -1.969336 -3.428614 0.1710 -0.1411 0.8551 0.133
H 2.905768 1.349508 -2.286717 0.1336 0.1168 0.3721 -0.342
C 0.372822 2.710275 4.468628 0.3662 1.5473 0.1150 -1.224
C 0.174897 1.237302 4.714749 0.1685 0.5428 0.3459 0.449
C -1.187928 0.769571 4.395129 -1.7840 -2.4589 -0.2093 -0.865
O 1.108323 0.480476 3.993228 1.3023 -0.1988 -1.9966 -0.454
H -0.346598 3.339944 5.045872 0.7025 -0.5259 -0.1477 0.398
H 0.245783 3.055349 3.425683 -0.3208 -0.7615 0.0897 0.146
H 1.419460 3.016526 4.662664 -0.5297 -0.1445 0.4333 0.350
H 0.352504 0.928177 5.752440 0.2060 0.6934 0.0697 0.208
H -1.301482 -0.263333 4.842736 0.1935 0.7221 -0.6377 0.255
H -1.343907 0.628140 3.303788 -0.0261 0.4449 0.5954 -0.072
H -2.027400 1.281863 4.868432 0.2472 0.5683 -0.2210 0.496
H 1.387587 0.911657 3.127216 -0.4067 -0.4398 1.4652 0.145
C 0.003768 5.774044 -0.955406 -1.6021 1.5229 -2.4994 -1.034
C -1.336086 5.275192 -0.440221 -1.7470 0.8474 -2.0933 0.539
C -2.486595 6.032268 -1.202875 1.5828 -1.0425 -0.1089 -1.541
O -1.649506 3.924570 -0.694590 0.6869 -0.7725 0.6238 -0.328
H 0.857561 5.167013 -0.685615 0.3062 0.4121 0.3690 0.239
H -0.058101 6.887578 -0.717094 1.1025 -1.3957 0.2036 0.367
H -0.074495 5.822248 -2.126341 0.3566 -0.5057 1.9860 0.211
H -1.479400 5.556279 0.579468 0.1555 -0.2450 1.1782 0.307
H -3.443735 5.554916 -0.991919 -0.0612 0.6334 0.4701 0.281
H -2.323413 5.869084 -2.270049 0.0786 0.0366 -0.0830 0.350
H -2.330046 7.082169 -1.010765 -0.7972 0.4492 0.1533 0.476
H -1.113291 3.390796 -0.088054 0.0724 -0.1119 -0.2760 0.056
C -1.628473 -4.617501 3.482212 0.0455 3.1462 0.4097 -1.307
C -0.157472 -4.845130 3.682042 0.8537 -2.2708 -1.1915 0.634
C 0.640517 -4.769315 2.356587 -0.9172 1.7136 0.8673 -0.928
O 0.475737 -3.962627 4.615080 -0.6826 -0.3095 0.3016 -0.530
H -2.165276 -5.429310 3.099831 -0.3924 -1.2870 -1.2172 0.473
H -1.820976 -3.652599 2.909295 0.1586 -1.2775 0.4473 0.083
H -2.112477 -4.486453 4.439697 -0.0761 0.2513 0.6386 0.428
H -0.069029 -5.960144 3.929547 0.2144 1.3730 0.6721 0.168
H 0.574341 -3.708414 1.986753 -0.1916 -1.2185 -0.2077 -0.224
H 0.265960 -5.545439 1.703087 -0.1777 0.2119 -0.4915 0.504
H 1.675147 -4.949093 2.536887 0.8607 -0.3039 0.2644 0.373
H -0.031405 -3.949794 5.449625 0.3253 -0.0324 -0.6181 0.294
C -2.567650 -3.370726 -2.933206 2.1144 -0.4099 -1.0265 -1.648
C -1.671608 -2.866928 -1.839145 0.4805 -0.2930 0.8649 1.114
C -0.205145 -3.230259 -2.076181 -0.3802 1.7449 0.7362 -1.029
O -1.655539 -1.398475 -1.802076 0.3558 -1.0932 -0.3682 0.308
H -2.207022 -2.865630 -3.857802 -0.1291 -0.7487 0.2257 0.276
H -3.543203 -3.052810 -2.831770 -2.2941 0.5057 0.5165 0.460
H -2.518081 -4.484161 -2.993575 -0.0275 0.8605 -0.1575 0.374
H -1.982514 -3.295834 -0.814092 0.3106 0.8894 -1.4384 -0.136
H 0.218676 -2.585695 -2.867737 -0.3089 -0.5290 -0.0210 0.022
H -0.032011 -4.270885 -2.244454 0.2041 -0.6128 -0.0467 0.546
H 0.228820 -2.846937 -1.148482 0.6985 -0.6183 -0.0929 -0.016
H -2.303107 -1.183558 -1.141529 -0.8944 0.4677 0.7782 -0.001
C -4.386042 2.211877 -2.621709 0.8799 1.0159 -0.1616 -0.958
C -5.709680 1.516381 -2.728895 -0.5531 2.1428 2.8627 0.941
C -6.752933 2.391614 -3.396440 -0.6881 -0.9571 -0.6924 -1.619
O -5.491387 0.216566 -3.112233 -0.8152 -1.2638 -0.5183 -0.499
H -4.282585 3.271873 -2.336027 -0.7969 -0.4146 0.4203 0.234
H -3.879586 2.233828 -3.561678 0.3011 -0.3106 -1.1872 0.478
H -3.755415 1.625773 -1.993595 0.5779 -0.3113 0.6578 0.027
H -6.086284 1.420060 -1.689602 0.1600 -0.0652 -0.3013 -0.046
H -6.446002 2.610953 -4.419641 -0.4804 -0.1440 -0.2830 0.385
H -6.874297 3.338917 -2.910256 0.5213 0.5876 0.5574 0.376
H -7.769317 1.965356 -3.282379 0.5388 -0.1661 -0.7194 0.369
H -5.006243 0.205633 -3.928067 0.4499 -0.0776 -0.7371 0.357
C -4.824708 0.114886 0.359073 -1.4252 -0.8216 -0.5528 -1.295
C -4.269841 -0.914513 1.340622 -0.2299 0.9936 -1.4199 1.052
C -5.458695 -1.806072 1.756704 1.9282 -2.3846 0.0006 -1.703
O -3.185971 -1.587700 0.617044 -2.1049 -0.0624 0.2654 -0.451
H -4.098269 0.806381 -0.023909 0.5232 0.1382 -0.1997 0.104
H -5.610745 0.708400 0.836370 0.0249 -0.0240 0.0395 0.527
H -5.332951 -0.443546 -0.496463 0.8222 0.7542 0.8897 0.267
H -3.790147 -0.353306 2.177861 -0.5607 -0.6873 -0.1765 0.214
H -5.773753 -2.608289 1.015876 0.7014 1.1976 0.5539 0.279
H -6.319529 -1.299836 2.055361 -1.3612 1.4727 0.0064 0.493
H -5.206104 -2.329685 2.679822 0.2625 -0.4208 -0.0388 0.427
H -2.435952 -1.438881 1.166803 1.5161 -0.1831 0.7259 0.084
O 5.456926 2.077823 -0.045075 1.3236 0.0817 0.0864 -0.499
H 4.886276 2.636020 0.485148 -0.3102 0.2209 0.0539 0.254
H 6.348432 2.490025 0.020033 -0.9988 -0.3985 -0.1211 0.251
O 3.101711 1.543721 2.070015 1.0828 0.0791 0.9977 -0.581
H 3.417281 0.857161 1.471006 -0.0472 -0.3305 -0.1426 0.112
H 3.824998 1.491141 2.772275 -1.0983 0.1873 -0.8258 0.309
O 2.972727 3.285072 -1.689796 0.5874 -0.2992 1.2782 -0.647
H 2.826982 3.257735 -2.611150 -0.2337 0.4589 -1.8528 0.306
H 2.160743 2.893544 -1.363689 -0.7339 0.1081 0.5833 0.193
O 0.398115 2.275361 -3.137214 0.2591 -1.2909 0.2353 -0.624
H 0.754779 1.386643 -2.900378 0.1879 0.7328 -0.4096 0.144
H -0.389998 2.300191 -2.589732 -0.4039 0.5938 0.1486 0.329
O 2.251596 -2.027582 3.277991 -0.7536 0.7399 0.9890 -0.650
H 2.009442 -1.167554 3.711505 0.4213 -0.5029 -0.5862 0.369
H 1.680362 -2.624713 3.801098 0.3828 -0.2914 -0.2999 0.269
O 0.927501 -0.543768 -0.240727 -0.0095 0.3295 -0.4165 0.523
H 1.777915 -0.599706 -0.698604 0.0699 0.0010 0.0845 -0.531
H 0.320893 -0.475929 -0.994011 -0.4305 -0.2861 0.0636 -0.243
O -0.676176 -1.489946 1.842564 -0.9270 -0.1088 1.5673 0.424
H -0.129230 -1.436504 1.077269 1.1003 0.2284 -0.9732 -0.137
H -0.105312 -1.325854 2.614407 -0.1398 -0.0093 -0.5083 -0.102
O -1.689957 -0.064784 -4.807833 0.0504 0.1369 -0.8984 -0.635
H -1.697896 -0.195346 -3.878612 -0.5919 -0.8312 1.7316 0.223
H -0.956590 0.542591 -4.836116 0.5034 0.6496 -0.6748 0.321
O 0.816517 2.320552 0.259712 -0.0536 0.1351 -0.1813 0.344
H 1.592303 2.448874 0.819298 0.0663 -0.0434 0.2410 0.115
H 0.730695 1.356379 0.185076 0.1005 -0.1238 0.0682 -0.232
O 5.616271 0.875488 3.549440 1.0010 3.0749 0.2935 -0.722
H 6.145324 1.325942 2.850981 -0.5521 -0.6292 0.7448 0.321
H 5.394180 0.051199 3.195504 -0.5613 -2.3979 -1.2064 0.361

Entry 2:
52
Properties=species:S:1:pos:R:3:forces:R:3:lowdin_spin:R:1 method="wB97M-V/def2-TZVPD" homo_ev="-6.848 / -6.864" fmax_ev_per_a=14.34 e_tot_ev=-170023.316 lumo_energy_ev="-1.34 / -2.36" orbital_gap_ev="5.50 / 4.51" spin_multiplicity=6
Fe 1.274549 -0.615267 -0.229641 4.3651 0.3641 2.1128 3.364
S 3.343852 -1.004603 0.578863 1.2314 0.1038 0.4965 0.139
C 3.396820 0.213374 1.860299 -0.5342 0.1757 -0.4147 0.020
C 4.229507 -0.021506 2.961961 -0.1062 0.1621 -0.0438 0.013
C 4.316216 0.882692 4.003809 0.1038 -0.1311 -0.0361 0.000
C 3.610409 2.076332 3.965809 -0.0633 0.2086 0.1387 0.009
C 2.793337 2.354224 2.887033 -0.0308 -0.1695 -0.0849 0.001
C 2.651102 1.425879 1.857878 0.1470 -0.3614 0.0356 0.012
S 1.530004 1.835467 0.520683 -1.4713 0.3347 1.6223 0.050
C -0.217489 2.030460 1.475563 0.6004 -0.7185 -0.5513 0.017
C -1.254891 1.036880 0.890646 -3.2326 1.3272 0.9096 0.114
C -2.663919 0.879007 0.890660 0.1091 -0.8439 -0.8269 0.049
C -3.513763 -0.080415 -0.035898 0.9961 0.2526 -0.0711 0.263
C -3.187304 -0.918942 -1.207484 0.8452 4.8895 5.8291 0.019
C -1.871054 -0.832807 -1.608291 -9.4871 -7.5314 -4.6986 0.213
C 0.249174 -1.327295 -1.921655 7.4349 -8.5174 -3.1811 0.032
S 0.906073 -2.866229 -1.152807 -1.9899 0.5534 0.7083 0.090
C -0.579017 -3.195137 -0.182388 0.0655 0.3785 1.2863 0.013
C -1.491832 -4.124547 -0.657605 0.0822 0.3310 0.0124 0.004
C -2.698493 -4.307231 0.002281 -0.1534 -0.2001 -0.2401 0.002
C -2.974054 -3.604733 1.162930 0.0018 0.1484 0.1984 0.003
C -2.063863 -2.694295 1.677771 -0.0301 -0.1340 -0.3006 0.005
C -0.856580 -2.441432 1.023296 1.0442 -0.1465 -0.2142 0.008
S 0.279929 -1.250937 1.755917 -0.8388 -1.8276 0.5373 0.111
N -0.780826 0.346812 -0.095443 0.9748 2.3597 5.3279 0.151
H 4.794889 -0.943191 2.974961 -0.0098 -0.0133 0.0543 0.001
H 4.942204 0.653468 4.856889 0.0385 0.0207 -0.0177 0.000
H 3.696607 2.793178 4.771669 0.0127 -0.0118 0.0105 0.001
H 2.245664 3.287259 2.836581 0.0232 0.0197 0.0190 0.001
H -0.547546 3.050062 1.288572 0.0144 0.0025 0.0133 0.005
H -0.043787 1.873634 2.537037 0.1385 -0.0200 -0.0302 0.002
H -3.224907 1.444826 1.623772 -0.2695 -0.1297 -0.0874 -0.001
H -4.563149 -0.094524 0.234637 0.0611 0.1462 0.2902 0.013
H -3.904742 -1.561599 -1.686166 -0.0398 0.0521 -0.0301 -0.002
H 0.650509 -1.444719 -2.919253 0.1927 1.2911 -0.1001 -0.004
H -1.896709 -1.688859 -2.331404 1.2511 1.1908 -0.1883 0.005
H -1.261040 -4.654111 -1.573323 -0.0672 -0.0995 0.0297 0.001
H -3.430414 -4.996652 -0.398812 0.0404 -0.0629 0.0318 0.000
H -3.913229 -3.765877 1.677656 -0.0058 -0.0102 -0.0037 0.000
H -2.279132 -2.148311 2.586694 -0.0021 -0.0110 0.0126 0.001
Cl -1.626986 3.729588 -4.673263 0.0384 0.0382 -0.0584 0.007
C -0.536504 2.785184 -3.729231 -0.1591 0.0615 -0.0131 0.020
C -0.960266 1.615332 -3.145704 -1.1699 -0.6591 0.7722 0.013
Cl -2.560313 1.098570 -3.587852 -0.0959 0.1783 0.0024 0.009
C -0.191455 0.810269 -2.238165 5.5712 9.6157 -9.0693 0.016
Cl -0.521865 -0.264021 -1.278553 -4.1063 -1.6684 -1.2608 0.036
C 1.349041 1.152686 -2.468130 -0.1152 -4.0105 2.2432 0.039
O 2.211248 0.277512 -2.039008 -1.7355 2.9728 -1.2150 0.091
C 1.715513 2.393400 -3.023988 0.2338 0.4055 -0.1033 0.013
Cl 3.379415 2.804020 -2.953206 0.0235 -0.0534 0.0347 0.003
C 0.795475 3.231446 -3.592718 0.0368 -0.2911 0.1768 0.020
Cl 1.253592 4.765680 -4.173880 0.0360 0.0379 -0.0653 0.007

One value per record, in order, for relative energy (zero: lowest compared OMol25 entry of this formula, charge and spin): 1.248; 25.591 eV.